C34H27BrIN2O9PSi2 as an isolated structure in a non-equilibrium geometry, computed with wB97M-V/def2-TZVPD.

- Spin multiplicity: 1
- Charge: 0
- F_max: 3.1 eV Å⁻¹
- Total energy: -5890.77366 a.u.

Cartesian coordinates (Å):
C: 3.47796 -3.52740 -5.39248
C: 1.93476 -3.84927 -5.49678
C: 1.58163 -5.19761 -6.18941
N: 1.09933 -3.00806 -4.97335
Si: 0.28829 -1.96035 -6.10825
I: 0.90861 -2.39862 -8.49009
O: -1.42354 -2.04097 -6.06857
Si: -2.04011 -2.50779 -4.54726
C: -1.69380 -4.36974 -4.18939
C: -0.82483 -4.64942 -2.91608
O: -0.46310 -5.76833 -2.72512
Br: -0.26952 -3.31104 -1.59461
N: -3.83780 -2.37922 -4.68793
C: -4.13047 -2.37364 -5.88889
O: -4.30861 -2.03031 -6.97821
P: 1.03720 0.10996 -5.71961
O: 0.19986 1.24768 -6.65098
O: 0.96691 0.48471 -4.06401
H: 3.93547 -4.44977 -4.92266
H: 3.68795 -2.67280 -4.70792
H: 3.94515 -3.42147 -6.40341
H: 1.65403 -5.15865 -7.31088
H: 0.60456 -5.64172 -5.88248
H: 2.37564 -5.93717 -5.86982
H: -1.65004 -1.61647 -3.46047
H: -2.62767 -4.99050 -4.23728
H: -1.06538 -4.71114 -5.06319
H: -0.44752 0.79300 -7.22295
H: 0.52749 1.36017 -4.01230
C: 2.37806 -0.94108 -1.35031
C: 3.37963 -1.78814 -0.88303
C: 3.97026 -1.55371 0.35039
C: 3.56988 -0.46355 1.11745
C: 2.58263 0.39939 0.63812
C: 1.98083 0.15013 -0.59248
C: 2.17994 1.59314 1.42189
O: 1.31643 2.34522 1.00791
C: 2.85281 1.86066 2.71590
C: 2.52594 3.00698 3.43568
C: 3.13982 3.25993 4.65377
C: 4.07639 2.36414 5.16275
C: 4.40917 1.22345 4.44655
C: 3.80591 0.97318 3.21739
C: 4.19511 -0.23195 2.44328
O: 5.01583 -1.01315 2.88493
H: 1.91113 -1.13017 -2.30980
H: 3.69781 -2.63389 -1.48206
H: 4.74565 -2.21862 0.71225
H: 1.20477 0.80928 -0.96307
H: 1.79497 3.70596 3.04547
H: 2.88766 4.15541 5.21005
H: 4.55012 2.55917 6.11795
H: 5.14199 0.53153 4.84444
C: -5.38147 2.67551 7.57263
C: -5.54319 1.37106 7.11353
C: -4.91550 0.96201 5.94608
C: -4.13246 1.85936 5.22570
C: -3.99007 3.17354 5.67316
C: -4.60759 3.57524 6.85449
C: -3.19833 4.15579 4.88989
O: -3.07099 5.30046 5.28200
C: -2.57338 3.71858 3.61776
C: -1.87537 4.64099 2.84195
C: -1.27591 4.23910 1.65729
C: -1.36247 2.91194 1.24543
C: -2.06106 1.99085 2.01146
C: -2.67650 2.39264 3.19439
C: -3.45067 1.40613 3.98727
O: -3.53081 0.24709 3.62700
H: -5.86514 2.99131 8.48986
H: -6.15832 0.67262 7.66909
H: -5.03985 -0.05561 5.59511
H: -4.48887 4.59096 7.21264
H: -1.80185 5.67472 3.15907
H: -0.73721 4.95980 1.05279
H: -0.88845 2.59872 0.32558
H: -2.12974 0.95980 1.68480

Forces on the atoms, in the same order (eV/Å):
-0.54 -1.53 0.67
1.15 0.34 0.16
0.84 -0.52 0.48
-0.21 0.24 -2.34
-1.79 -0.64 0.63
-0.16 0.30 0.58
1.19 -0.74 1.68
-1.41 -0.71 -0.74
0.67 1.15 -0.35
-0.54 -1.83 -1.00
0.08 0.61 0.20
-0.32 -0.03 -0.46
0.84 -1.06 -1.18
0.80 2.19 1.65
-0.82 -0.97 -0.95
2.88 0.95 -0.48
-0.42 -1.39 0.84
-1.53 0.54 -1.39
-0.22 0.92 -0.54
-0.39 -0.49 -0.86
-0.53 0.06 0.76
-0.13 0.31 1.08
0.68 0.71 -0.28
-0.81 0.72 -0.35
0.15 0.15 -0.11
0.88 0.58 0.58
-0.53 0.22 1.04
0.02 0.43 0.39
0.16 -0.51 0.33
0.04 -0.02 -0.01
-0.03 0.13 0.13
0.01 -0.15 -0.19
-0.09 0.03 -0.17
0.04 -0.16 -0.07
0.00 -0.10 -0.14
-0.40 0.32 -0.20
0.39 -0.09 -0.02
0.11 0.05 0.18
0.00 0.14 0.16
0.01 -0.09 -0.07
-0.04 -0.04 -0.11
0.04 0.12 0.18
-0.07 0.16 0.08
0.45 -0.45 0.22
-0.09 0.11 -0.05
0.03 0.06 0.05
-0.04 0.03 0.05
-0.06 0.13 0.12
0.09 0.03 0.12
0.01 -0.16 -0.08
0.00 -0.06 -0.04
-0.03 -0.02 -0.06
-0.07 -0.04 -0.17
0.05 -0.01 -0.09
0.08 0.06 -0.07
-0.13 -0.07 0.17
-0.10 0.11 0.17
-0.11 -0.16 0.09
-0.13 -0.03 0.17
0.10 0.61 0.16
-0.02 -0.13 -0.02
0.04 -0.10 -0.14
0.16 0.07 -0.20
-0.10 -0.05 0.12
-0.30 0.02 0.03
0.09 0.08 -0.18
0.12 0.15 -0.06
-0.02 -0.63 -0.24
0.00 0.14 0.06
0.03 -0.01 -0.06
0.05 0.04 -0.03
0.12 0.11 -0.09
0.07 -0.04 -0.17
-0.09 -0.12 0.12
-0.01 -0.05 0.04
-0.06 0.03 0.09
-0.09 0.05 0.15